1.
14
Properties=species:S:1:pos:R:3:forces:R:3 method="wB97M-V/def2-TZVPD" largest_force_ev_per_a=2.59 smiles="P=P#[PH2].NC(=O)P" multiplicity=1 lumo_ha=-0.0182
P 2.130 1.502 -0.413 -0.91 1.13 -0.51
P 3.193 -0.143 -0.264 1.65 -0.36 -0.83
P 1.765 -1.478 0.598 -1.66 0.79 0.77
H 2.921 2.091 -1.468 0.18 -0.06 0.66
H 1.402 -1.776 -0.712 -0.47 -0.09 -0.29
H 2.581 -2.527 0.539 1.71 -1.67 0.38
N -1.181 0.488 1.427 -1.92 0.03 0.25
C -1.321 0.009 0.147 -2.18 1.18 0.76
O -0.420 -0.300 -0.560 1.41 -0.53 -0.90
P -3.096 0.055 -0.569 -0.50 0.90 2.09
H -0.359 0.294 1.914 1.93 -0.32 0.37
H -1.948 0.543 2.108 0.11 -0.07 -1.15
H -2.984 1.421 -0.947 -0.18 0.12 0.56
H -2.684 -0.180 -1.801 0.83 -1.04 -2.17

2.
11
Properties=species:S:1:pos:R:3:forces:R:3 method="wB97M-V/def2-TZVPD" largest_force_ev_per_a=1.68 smiles=NCO.S multiplicity=1 lumo_ha=0.0277
N -0.385 1.108 -0.170 0.49 -0.27 -0.66
C -0.837 1.036 -1.535 1.21 0.97 -0.14
O -1.916 0.185 -1.641 -1.06 -1.24 -0.39
H -0.413 1.990 0.302 -0.46 -0.01 0.20
H -0.741 0.297 0.300 -0.06 0.21 0.68
H -0.018 0.679 -2.166 0.06 -0.15 -0.15
H -1.116 2.010 -1.940 0.03 0.28 0.28
H -1.668 -0.567 -2.194 -0.20 0.21 0.19
S 2.200 -2.814 3.184 0.00 -0.10 0.13
H 2.067 -2.119 2.054 0.00 0.10 -0.11
H 2.827 -1.807 3.806 -0.01 0.01 -0.03

3.
11
Properties=species:S:1:pos:R:3:forces:R:3 method="wB97M-V/def2-TZVPD" largest_force_ev_per_a=1.63 smiles=NCO.S multiplicity=1 lumo_ha=0.0202
N -1.864 -1.166 -0.920 0.55 0.90 0.37
C -0.505 -0.604 -0.810 -0.95 -0.39 -1.26
O 0.248 -1.125 0.246 0.28 -0.20 0.27
H -1.830 -2.120 -0.584 -0.17 -0.04 0.03
H -2.508 -0.622 -0.355 0.01 -0.38 0.11
H -0.047 -0.883 -1.765 0.47 -0.02 0.28
H -0.556 0.485 -0.796 -0.13 0.04 0.14
H 0.439 -0.452 0.903 -0.01 0.10 0.07
S 2.551 1.946 1.863 -0.73 0.25 -0.48
H 1.287 2.418 1.668 0.50 -0.16 0.29
H 2.785 2.123 0.549 0.17 -0.10 0.17

4.
11
Properties=species:S:1:pos:R:3:forces:R:3 method="wB97M-V/def2-TZVPD" largest_force_ev_per_a=3.52 total_charge=+1 multiplicity=2 lumo_ha="-0.1306 / -0.3631"
S 2.560 -0.938 2.674 -0.19 -0.27 0.37
H 2.629 -0.124 1.632 0.03 0.34 -0.29
H 1.634 -0.188 3.302 0.15 -0.04 -0.10
N -1.350 1.359 -1.025 -3.36 0.13 -1.06
C -1.699 0.809 -2.355 1.22 0.12 0.26
O -2.189 -0.452 -2.293 0.34 -0.65 0.67
H -1.519 2.370 -1.018 1.06 0.16 0.24
H -2.026 0.956 -0.337 1.18 -0.13 0.04
H -0.830 0.910 -3.026 0.17 0.08 0.05
H -2.444 1.501 -2.816 0.00 -0.13 0.37
H -1.511 -1.081 -1.951 -0.60 0.39 -0.57

5.
12
Properties=species:S:1:pos:R:3:forces:R:3 method="wB97M-V/def2-TZVPD" largest_force_ev_per_a=2.74 smiles=NCO.SS multiplicity=1 lumo_ha=0.0220
N 2.228 0.542 0.890 -0.28 -1.05 -1.10
C 2.441 0.612 -0.594 2.06 -0.30 1.78
O 1.640 -0.289 -1.293 -0.49 -0.07 0.13
H 2.403 -0.462 0.994 -0.06 0.28 0.94
H 2.994 1.021 1.359 -0.12 -0.06 -0.14
H 2.476 1.668 -0.820 -1.07 0.32 -0.90
H 3.485 0.286 -0.743 -0.18 0.01 -0.49
H 0.928 -0.658 -0.724 0.60 0.90 -0.38
S -0.922 0.516 0.175 0.82 1.84 0.31
S -2.342 -0.863 0.254 -0.79 -1.35 -0.32
H -0.547 0.592 1.466 0.02 -0.25 -0.12
H -1.582 -1.731 -0.448 -0.53 -0.26 0.29

6.
11
Properties=species:S:1:pos:R:3:forces:R:3 method="wB97M-V/def2-TZVPD" largest_force_ev_per_a=3.47 multiplicity=1 lumo_ha=0.0079
C -1.574 -1.848 0.457 -1.51 -0.39 0.92
N -1.471 1.337 0.090 1.42 1.22 0.37
O -1.261 -0.987 1.212 1.61 0.71 0.27
Si -0.157 2.238 0.415 -1.45 -0.62 -1.39
H -1.256 -2.017 -0.571 0.60 0.21 -0.34
H 1.890 -3.969 0.634 -2.33 2.30 1.15
H -2.359 -2.473 0.866 -0.56 -1.15 -0.53
H -1.723 1.168 -0.862 -0.37 0.15 -0.70
H 0.216 2.176 1.782 0.49 0.28 0.96
H 1.295 -3.379 0.930 2.33 -2.29 -1.15
H 0.670 3.117 -0.503 -0.22 -0.42 0.43

7.
11
Properties=species:S:1:pos:R:3:forces:R:3 method="wB97M-V/def2-TZVPD" largest_force_ev_per_a=2.53 total_charge=-1 multiplicity=2 lumo_ha="0.1516 / 0.1370"
N -2.348 -1.132 -1.216 -0.30 -0.15 -0.69
H -2.057 -1.318 -0.268 0.11 0.16 0.23
H -3.080 -0.438 -1.155 -0.38 -0.02 0.27
H -1.600 -0.570 -1.605 0.43 -0.10 0.11
C 1.182 -0.467 0.448 0.36 1.70 0.67
S -0.073 0.847 0.244 -1.31 -2.03 -0.60
S 1.216 2.731 0.696 1.61 1.90 0.43
H 2.163 0.034 0.464 -0.12 -0.13 -0.22
H 1.043 -0.827 1.463 0.03 -0.80 -0.17
H 1.186 -1.184 -0.352 -0.22 -0.55 -0.06
H 2.368 2.325 1.279 -0.22 0.01 0.02

8.
11
Properties=species:S:1:pos:R:3:forces:R:3 method="wB97M-V/def2-TZVPD" largest_force_ev_per_a=1.42 smiles=CN.SS multiplicity=1 lumo_ha=0.0059
C -0.356 -1.422 0.243 -0.18 -1.41 0.02
N 1.067 -1.057 0.291 -0.65 1.10 0.08
H -0.832 -1.419 1.225 0.34 0.45 0.17
H -1.006 -0.869 -0.440 0.17 0.17 -0.11
H -0.406 -2.488 -0.008 -0.12 0.17 -0.37
H 1.379 -0.816 -0.648 0.04 -0.39 0.07
H 1.086 -0.160 0.774 0.43 -0.09 0.15
S -0.446 2.904 0.450 -0.03 -0.65 -0.13
S 0.035 2.300 -1.484 -0.12 -0.14 0.27
H -1.242 1.843 0.752 0.09 0.48 -0.09
H 0.720 1.183 -1.155 0.03 0.30 -0.07

Energy above the lowest of the compared OMol25 structures with the same formula, charge and spin readings, ordered: 0.960; 0.321; 0.147; 0.711; 0.758; 2.057; 0.015; 0.635 eV